[1]
8
Properties=species:S:1:pos:R:3:forces:R:3:lowdin_charge:R:1 method="wB97M-V/def2-TZVPD" e_tot_ha=-623.1674 total_charge=0 e_lumo_ev=0.08 smiles=N#CC(S)C#N orbital_gap_ev=10.87 de_lowest_ev=0.1557
N -1.587 -1.979 -0.215 0.207 0.352 0.099 0.177
C -0.911 -1.098 0.082 0.509 -0.149 -0.036 -0.227
C -0.004 0.011 0.477 0.363 -0.799 -0.781 -0.645
S 1.757 -0.116 -0.064 -0.662 -0.095 -1.111 0.776
C -0.644 1.256 0.139 -2.194 2.422 -1.433 -0.256
N -1.328 2.121 -0.251 1.776 -1.691 1.023 0.184
H 0.145 -0.040 1.522 -0.146 -0.057 1.347 0.082
H 1.505 -0.103 -1.420 0.149 0.016 0.892 -0.089

***

[2]
8
Properties=species:S:1:pos:R:3:forces:R:3:lowdin_charge:R:1 method="wB97M-V/def2-TZVPD" e_tot_ha=-623.0498 total_charge=0 e_lumo_ev="-2.41 / -1.68" orbital_gap_ev="7.95 / 8.14" de_lowest_ev=3.3561
C 1.299 -1.796 0.006 0.266 -0.211 -0.123 -0.310
C -0.418 -1.626 -1.693 -0.069 -0.019 -0.053 -0.324
C 0.136 -1.168 -0.476 -0.273 3.047 -0.200 -0.691
N 2.150 -2.402 0.475 0.597 -0.124 0.192 0.198
N -0.885 -1.967 -2.681 -0.244 -0.235 -0.468 0.191
S -1.028 -0.716 0.799 -0.134 -0.155 0.000 0.794
H 0.539 0.640 -1.148 -0.065 -2.216 0.675 0.241
H -0.094 -0.157 1.585 -0.078 -0.087 -0.023 -0.099

***

[3]
8
Properties=species:S:1:pos:R:3:forces:R:3:lowdin_charge:R:1 method="wB97M-V/def2-TZVPD" e_tot_ha=-622.9864 total_charge=0 e_lumo_ev="0.39 / -2.22" orbital_gap_ev="9.11 / 6.31" de_lowest_ev=3.3413 multiplicity=3
C 1.559 0.627 -0.743 -1.510 -0.412 0.626 0.147
C 1.449 -0.306 0.143 -2.811 0.804 0.619 -0.119
C -0.957 -0.377 0.608 -1.450 0.050 -2.592 -0.390
N 0.084 -0.754 1.023 4.615 0.260 0.377 0.125
N -1.838 -0.165 -0.223 -0.369 0.153 0.781 -0.458
S -3.250 0.565 -0.259 -1.107 0.583 -0.367 0.615
H 0.820 1.306 -1.153 0.461 0.137 -0.290 0.044
H 2.133 -0.896 0.604 2.171 -1.575 0.846 0.036